Record 1
ORCA calculation (ωB97M-V/def2-TZVPD) on a molecular structure, C28H35N5P2PdSe.

Properties
maximum force: 0.0708 Eh/bohr
HOMO level (alpha / beta): -6.9 / -8.2 eV
energy relative to the best compared isomer or geometry (same formula, charge and spin): 92.7 kJ/mol
2S+1: 3
energy: -4573.485372 Ha
LUMO (alpha / beta): -0.01093 / -0.12822 Eh

Each line ends with the Mulliken spin population.
Atoms and positions in Å:
1 H 4.0303 0.0481 1.6639  0.000
2 H 4.5351 -0.8051 3.1153  0.000
3 N -3.4333 -1.8768 0.1828  -0.009
4 H 1.0317 0.1521 0.3289  -0.016
5 H -6.0456 -3.6401 -0.7793  0.000
6 H -2.1015 2.4383 4.9783  0.028
7 H 2.4922 1.3285 -2.0556  0.000
8 H 3.4187 3.2897 3.5732  0.015
9 C 4.4981 1.3953 3.2187  0.004
10 N 0.9609 0.1106 -2.9576  -0.001
11 C 3.1219 -0.5896 -3.0396  0.000
12 C -1.5884 -0.4940 -2.4128  0.000
13 C 3.1175 2.7166 1.5647  0.007
14 H 2.6451 -2.4639 -4.1924  0.000
15 Se 2.0983 6.0848 3.7005  0.692
16 H -1.1095 2.2210 -7.0631  0.000
17 C -1.1663 2.2354 -5.9837  0.000
18 N -1.1610 -2.8514 0.8934  -0.004
19 H 0.1344 0.5329 -5.3368  0.000
20 Pd -1.5334 2.7697 2.6254  0.906
21 C 2.2781 0.4159 -2.5881  0.000
22 H -6.6492 -1.5454 0.8206  0.000
23 H 2.8914 3.7341 1.1907  -0.011
24 C -4.4796 -1.1920 0.8174  -0.019
25 C -0.5430 -4.4011 2.4413  0.001
26 H -0.2183 -1.9475 -1.4444  0.000
27 H -3.3694 -3.6239 -1.1222  0.000
28 C -5.3507 -2.9393 -0.3540  0.000
29 C -1.0889 2.4459 4.5104  0.312
30 H -0.6977 -6.1317 0.9997  0.000
31 H 2.1422 2.1896 -0.2828  0.002
32 H -0.5491 1.4753 4.4438  -0.016
33 H -2.0913 3.2324 -2.9345  0.000
34 C 3.6399 2.5445 2.7887  -0.015
35 P -0.4291 0.9533 -2.2526  0.001
36 C 3.9055 0.0273 2.7504  0.000
37 H 0.4111 1.5159 1.2296  0.013
38 C 2.4751 -0.2275 3.1635  0.014
39 C 1.3978 0.0801 2.4460  -0.044
40 H -0.7171 -2.1916 2.8817  0.000
41 H 0.4106 -0.2433 2.8245  0.020
42 H -2.5761 -0.0457 -2.1985  0.000
43 N -0.8226 1.7272 -3.7968  0.000
44 C -5.6674 -1.8290 0.4922  -0.007
45 H 4.5761 1.3457 4.3124  0.000
46 C 2.5004 1.6636 0.6226  0.017
47 C -0.7887 -3.0473 2.2250  0.000
48 H 3.3174 0.9897 0.3150  0.000
49 H -1.8003 -2.5625 -1.8394  0.002
50 H -0.2124 -4.8657 3.3595  0.000
51 H -2.5459 3.9474 -5.5488  0.000
52 P -1.7879 -1.2750 0.2777  0.006
53 C -1.2847 -1.6687 -1.4600  0.002
54 H 4.1849 -0.6482 -2.8679  0.000
55 C -0.5154 1.3647 -5.1156  0.000
56 C 0.7753 4.9558 3.3174  -0.148
57 H 2.4154 -0.8570 4.0660  0.001
58 H -1.6208 -0.8543 -3.4530  0.000
59 C -1.9215 3.1490 -5.1790  0.000
60 C 1.3048 0.8548 1.1395  0.011
61 C -1.1641 -4.0982 0.2723  0.000
62 C -3.9750 -2.9509 -0.5293  0.002
63 C -0.7856 -5.0716 1.1992  0.000
64 H 0.1217 -1.4920 -4.1477  0.000
65 H -0.4446 3.1644 5.0352  -0.019
66 H -4.2537 -0.3250 1.4206  0.031
67 C -1.7148 2.8104 -3.8516  0.000
68 N -0.0470 4.1550 2.9778  0.225
69 H -1.4190 -4.2222 -0.7685  0.000
70 C 1.0081 -1.0754 -3.6908  0.000
71 H 5.5185 1.5290 2.7985  0.000
72 C 2.3119 -1.5413 -3.7379  0.000

---

Record 2
ORCA calculation (ωB97M-V/def2-TZVPD) on a molecular structure, C28H35N5P2Pt.

Properties
maximum force: 0.0732 Eh/bohr
HOMO level (alpha / beta): -5.9 / -8.5 eV
energy relative to the best compared isomer or geometry (same formula, charge and spin): 55.8 kJ/mol
2S+1: 3
energy: -2163.519768 Ha
LUMO (alpha / beta): -0.03003 / -0.07897 Eh

Each line ends with the Mulliken spin population.
Atoms and positions in Å:
1 P 2.3525 -6.1063 2.9684  0.000
2 H 2.9196 -8.6137 0.2316  0.001
3 C 3.3110 -7.1429 1.7741  -0.002
4 C -1.6176 -1.7720 0.6728  0.003
5 C 3.4414 -7.4671 5.3449  0.000
6 H -1.8001 -0.7913 0.2044  0.025
7 C 0.2338 -4.1299 1.4498  -0.002
8 H -1.8452 -8.1381 4.6557  0.000
9 P 2.8083 -6.4199 -0.9084  -0.002
10 C -1.5699 -2.8535 -0.4851  0.022
11 C 4.5535 -8.5053 -1.8168  0.000
12 H 1.4803 -7.6874 0.6851  0.000
13 H 0.4105 -5.5977 -0.1233  -0.006
14 H 1.9102 -9.2554 2.7525  0.000
15 H -0.3273 -2.3385 -2.2269  0.003
16 C -0.4415 -1.6724 1.5462  0.345
17 H 3.8812 -9.2878 -1.4903  0.000
18 C -0.3472 -2.9259 -1.3034  0.190
19 C 6.2603 -7.2319 -2.6273  0.000
20 C 1.1519 -6.6325 -3.1198  0.000
21 H 1.2837 -0.2018 -1.9445  -0.005
22 C 0.4746 -7.5729 -3.8937  -0.001
23 N 1.6814 -7.2695 -1.9905  0.000
24 C -0.1629 -9.2126 3.6354  0.000
25 C 2.5632 -7.6023 0.4959  0.001
26 H 1.6463 -9.3101 -1.2994  0.000
27 C 0.6014 -8.8389 -3.2311  0.000
28 C 1.3491 -8.6241 -2.0745  0.000
29 N 4.2207 -7.1586 -1.6440  0.000
30 C 1.0820 -8.7312 3.2122  0.000
31 C 2.0126 -1.0397 -1.8580  0.321
32 N 3.3928 -6.4256 4.4016  0.000
33 C -0.0603 -6.9920 4.0665  0.001
34 H 1.2879 -5.5793 -3.2577  0.003
35 H 3.7602 -8.0122 2.2870  0.000
36 C 0.5067 -2.6670 1.7544  0.146
37 H 4.1544 -6.4776 1.5065  0.000
38 H -0.2274 -5.9519 4.3187  0.000
39 H 7.2021 -6.9440 -3.0573  0.000
40 C 5.4206 -6.3513 5.4417  0.000
41 H 0.2132 -9.7886 -3.5530  0.000
42 C 0.8643 -4.6327 0.1529  0.091
43 C 2.3141 -0.2534 0.8186  0.087
44 H 5.1883 -5.3106 -2.1445  0.000
45 Pt 1.8287 -1.8917 -0.0301  0.893
46 H 6.4209 -6.0542 5.7142  0.000
47 H 1.9485 -4.7685 0.3961  -0.043
48 C 4.6180 -5.7463 4.4896  0.000
49 H -2.3842 -2.5848 -1.1798  -0.003
50 H 0.6842 -4.6949 2.2905  -0.011
51 C 5.2642 -6.3822 -2.1658  0.000
52 C 0.7858 -3.6868 -1.0150  -0.073
53 N 1.1539 -7.3536 3.4432  0.001
54 H 1.2763 -2.4972 2.5278  -0.038
55 C 4.6731 -7.4466 5.9914  0.000
56 C 5.8042 -8.5818 -2.4121  0.000
57 H 4.7952 -4.8977 3.8582  0.001
58 H 5.0023 -8.1283 6.7584  0.000
59 H -2.5016 -1.9799 1.2897  0.025
60 H 6.3292 -9.4934 -2.6568  0.000
61 H 1.8486 -1.7282 -2.7023  -0.019
62 H -1.7946 -3.8447 -0.0664  0.011
63 H 2.6002 -8.1195 5.4905  0.000
64 C -0.8557 -8.1014 4.1985  0.000
65 H 3.0413 -0.6266 -1.8515  0.034
66 H -0.3267 -0.7327 2.1009  -0.001
67 H 1.4838 -3.8886 -1.8322  -0.047
68 N 2.6629 0.7312 1.3424  0.027
69 H -0.5192 -10.2331 3.5340  0.000
70 H -0.8368 -4.3328 1.4938  0.025
71 H -0.0412 -7.3875 -4.8148  0.000

---

Record 3
ORCA calculation (ωB97M-V/def2-TZVPD) on a molecular structure, C28H35NO6Tc.

Properties
maximum force: 0.0543 Eh/bohr
HOMO level (alpha / beta): -1.5 / -4.0 eV
energy relative to the best compared isomer or geometry (same formula, charge and spin): 0.0 kJ/mol
2S+1: 5
energy: -1674.734157 Ha
LUMO (alpha / beta): 0.08991 / 0.08975 Eh
net charge: -1

Each line ends with the Mulliken spin population.
Atoms and positions in Å:
1 N -0.7024 1.8823 3.7904  0.271
2 H 2.9558 -1.5184 0.6040  -0.009
3 C -1.2826 0.5788 -2.2368  0.180
4 C -0.3405 2.5619 -0.9222  -0.008
5 H -1.8963 -0.9569 4.8660  0.009
6 O 1.7542 -0.1117 -5.3408  0.001
7 C 2.0678 0.8702 2.7871  0.316
8 H -2.2351 0.5219 -2.7948  0.008
9 C 1.4599 -0.8748 -4.2700  -0.002
10 H -3.3524 0.8804 -0.6953  0.000
11 C -1.5282 -1.4868 3.9951  -0.048
12 H 2.1187 -2.4718 2.9704  0.015
13 C -0.4060 1.4908 5.0525  0.189
14 H -1.0355 5.1904 4.2150  -0.007
15 H 0.7933 1.0152 -2.7498  -0.004
16 C -1.4745 -2.5150 1.9117  0.000
17 C 0.1393 -3.1283 -5.5854  0.001
18 C -0.1444 0.7379 -3.2579  0.098
19 H -1.7606 -2.8411 0.9163  -0.005
20 O 2.2556 -1.6355 -3.7429  0.000
21 C 2.6260 0.4799 1.5522  -0.064
22 H 3.1392 1.1378 0.8534  -0.009
23 H -0.3849 -3.8564 -6.2085  0.000
24 C -2.1878 -1.5720 2.7215  0.025
25 H -0.7038 3.3569 -0.2570  0.010
26 H -1.9896 -1.2728 -1.2528  -0.002
27 C -0.2347 2.4444 6.0479  -0.084
28 H 0.5004 2.0654 -0.4090  0.052
29 C -1.0468 -0.8707 -1.6619  0.010
30 H 3.1547 0.2954 -6.7100  0.000
31 H 0.0535 3.0265 -1.8403  0.017
32 H -3.2557 2.6365 -0.8935  0.030
33 C 2.5267 -0.9230 1.4114  0.302
34 H -0.0350 -3.3536 -4.5243  0.000
35 C -0.3516 -2.9850 2.6626  0.025
36 H -0.3640 1.4641 -4.0513  -0.007
37 C -1.4123 1.6052 -1.1941  0.494
38 Tc -0.1244 -0.8358 2.4916  1.579
39 C -0.6246 -0.7611 -5.2621  0.004
40 H -2.5667 1.8863 0.5449  0.048
41 C 1.9440 -1.4573 2.6230  -0.102
42 H 1.2122 -3.1569 -5.8148  0.000
43 C -0.8346 4.1538 4.4784  -0.116
44 H -3.0967 -1.0490 2.4399  0.005
45 C -2.7083 1.7506 -0.5319  -0.011
46 H 2.1271 1.8687 3.2136  -0.001
47 H -0.3945 4.5308 6.5728  0.050
48 H 3.7957 0.1263 -5.0376  0.000
49 H -1.4120 -2.2272 -3.3010  0.001
50 O -0.4412 -0.0786 0.5139  0.031
51 O -1.2463 0.1786 -5.7225  0.000
52 C -0.3800 -2.3456 3.9536  -0.044
53 O -0.4130 -1.8607 -6.0292  0.000
54 H 1.5752 -0.4257 4.5863  0.023
55 H -0.2637 0.4282 5.2692  0.053
56 C 3.1005 -0.2733 -5.7856  0.000
57 C -0.5513 -1.7046 -2.8489  -0.001
58 C -0.9198 3.1916 3.4868  0.186
59 O -0.7798 1.0388 2.7196  0.000
60 C 0.0180 -0.8415 -0.5563  0.025
61 H 3.3286 -1.3320 -5.9624  0.000
62 H 0.9629 -0.4047 -0.9339  0.008
63 C 1.6405 -0.3262 3.5041  -0.035
64 C 0.0162 -0.6790 -3.8707  -0.020
65 H 0.2957 -2.5210 4.7779  0.013
66 H 0.2314 -2.4310 -2.5836  0.001
67 H 0.3607 -3.7249 2.3208  0.021
68 H 0.0884 2.0932 7.0218  -0.002
69 H -1.1565 3.4207 2.4501  0.056
70 H 0.2764 -1.8875 -0.2653  0.015
71 C -0.4804 3.7885 5.7790  0.410

---

The lowest energy belongs to which entry?
C28H35N5P2PdSe

---

Which of these has the lowest energy?
C28H35N5P2PdSe